[1]
C26H47BN6O7P2Pt | wB97M-V/def2-TZVPD

As for the total charge: 0. The calculation puts the LUMO energy at 0.24 eV. As for the HOMO-LUMO gap: 8.29 eV.

```
90
Properties=species:S:1:pos:R:3:mulliken_charge:R:1
Pt -0.203 -0.170 -0.401 2.640
C 1.375 1.540 4.875 -1.354
C 0.549 0.608 4.051 0.503
C -0.291 -0.390 4.471 -1.282
C -0.802 -0.968 3.292 -0.201
N -0.312 -0.347 2.223 0.068
N 0.521 0.611 2.697 0.621
B 1.353 1.492 1.777 -0.636
N 0.561 2.428 0.855 0.830
N -0.177 1.989 -0.212 -0.863
C -0.631 3.099 -0.829 -0.155
C -0.194 4.227 -0.132 -0.917
C 0.564 3.766 0.913 0.335
C 1.289 4.554 1.953 -1.374
C -1.410 3.258 -2.120 2.937
C -1.851 1.949 -2.725 -1.714
C -2.652 4.119 -1.847 -1.945
C -0.502 3.980 -3.127 -1.825
N 2.274 0.684 0.843 0.583
N 1.801 -0.124 -0.157 -0.653
C 2.885 -0.680 -0.748 -0.473
C 4.032 -0.192 -0.125 -0.537
C 3.609 0.659 0.869 0.271
C 4.432 1.447 1.833 -1.362
C 2.920 -1.672 -1.892 2.844
C 4.334 -1.748 -2.480 -2.527
C 2.591 -3.067 -1.338 -1.384
C 1.988 -1.210 -3.011 -0.966
C -1.757 -2.135 3.280 2.847
C -3.073 -1.702 3.939 -1.941
C -1.145 -3.287 4.090 -1.868
C -2.037 -2.616 1.872 -1.946
H 1.190 1.339 5.929 0.379
H 1.131 2.585 4.681 0.169
H 2.442 1.413 4.688 0.191
H -0.500 -0.668 5.491 0.516
H 2.024 2.166 2.495 -0.150
H -0.387 5.257 -0.381 0.537
H 1.108 5.614 1.782 0.389
H 2.364 4.379 1.914 0.206
H 0.951 4.306 2.958 0.195
H -2.568 1.452 -2.083 0.314
H -1.001 1.286 -2.860 -0.150
H -2.312 2.129 -3.700 0.478
H -3.271 3.670 -1.068 0.368
H -3.249 4.200 -2.758 0.445
H -2.387 5.127 -1.528 0.390
H 0.366 3.366 -3.373 0.350
H -0.141 4.932 -2.736 0.388
H -1.055 4.177 -4.048 0.453
H 5.050 -0.429 -0.371 0.516
H 5.486 1.261 1.631 0.400
H 4.225 1.164 2.865 0.192
H 4.247 2.517 1.740 0.203
H 5.056 -2.135 -1.760 0.413
H 4.680 -0.775 -2.833 0.486
H 4.318 -2.432 -3.330 0.480
H 3.344 -3.340 -0.595 0.411
H 2.604 -3.803 -2.143 0.428
H 1.618 -3.102 -0.865 -0.052
H 2.370 -0.284 -3.451 0.436
H 0.991 -1.014 -2.635 -0.246
H 1.909 -1.974 -3.785 0.349
H -2.919 -1.379 4.970 0.405
H -3.781 -2.535 3.944 0.446
H -3.524 -0.874 3.389 0.333
H -0.911 -2.988 5.112 0.355
H -0.225 -3.642 3.622 0.367
H -1.849 -4.121 4.135 0.463
H -2.563 -1.849 1.313 0.326
H -2.666 -3.510 1.912 0.455
H -1.122 -2.865 1.335 0.290
C -1.549 -1.332 -3.887 -1.217
C -2.195 -2.212 -2.827 0.869
O -3.134 -3.108 -3.408 -0.645
P -3.044 -1.278 -1.514 0.706
O -3.814 -2.344 -0.658 -0.570
O -4.212 -0.535 -2.293 -0.603
O -2.248 -0.307 -0.686 -0.659
P -0.884 -3.183 -1.958 0.391
O -1.774 -4.210 -1.055 -0.572
O -0.047 -3.919 -2.911 -0.864
O -0.384 -2.200 -0.920 -0.680
H -2.300 -0.719 -4.389 0.512
H -1.063 -1.988 -4.609 0.380
H -0.796 -0.676 -3.462 -0.110
H -3.773 -2.598 -3.920 0.435
H -3.293 -3.164 -0.523 0.371
H -4.706 0.109 -1.768 0.428
H -1.866 -5.060 -1.506 0.351
```


[2]
C26H47IrO2Si2 | wB97M-V/def2-TZVPD

As for the total charge: +1. The calculation puts the LUMO energy (alpha / beta) at -1.89 / -6.33 eV. The spin multiplicity is 6. As for the HOMO-LUMO gap (alpha / beta): 6.46 / 5.13 eV.

```
78
Properties=species:S:1:pos:R:3:mulliken_spin:R:1
O -0.327 -0.102 -4.957 0.001
C -0.277 0.995 -5.913 0.000
C 0.001 0.064 -7.082 0.000
H 0.553 1.666 -5.662 0.000
H -1.227 1.540 -5.984 0.000
C -0.007 -1.044 -6.017 0.000
H 0.973 0.216 -7.559 0.000
H -0.816 -0.028 -7.803 0.000
C 1.331 -1.711 -5.882 0.000
H 2.134 -0.975 -5.810 0.000
H 1.494 -2.332 -6.775 0.000
H 1.370 -2.362 -5.005 0.000
C -1.102 -2.070 -6.151 0.000
H -2.070 -1.577 -6.265 0.000
H -1.115 -2.710 -5.263 0.000
H -0.897 -2.692 -7.029 0.000
Ir -0.637 -0.578 1.582 2.238
C -2.462 -1.301 2.633 0.112
C -2.461 0.134 2.663 0.203
C -2.494 0.613 1.304 0.061
H -2.400 0.750 3.553 0.033
C -2.561 -0.539 0.442 0.253
C -2.534 -1.713 1.259 0.129
H -2.561 -2.735 0.894 0.023
H -2.412 -1.963 3.489 0.002
H -2.484 1.647 0.983 0.031
H -2.656 -0.537 -0.639 0.048
C 0.609 -2.073 2.120 0.002
C 0.057 -3.339 1.640 0.381
C 0.361 -3.477 0.281 0.098
H -0.429 -4.069 2.289 0.000
C 1.043 -2.331 -0.175 0.397
C 1.165 -1.374 0.899 0.032
H 1.913 -0.583 0.929 0.014
H 1.015 -1.927 3.125 0.137
H 0.148 -4.357 -0.332 0.013
H 1.527 -2.210 -1.142 0.038
O 1.012 -1.096 -3.110 0.007
C -0.382 -1.147 -2.729 0.002
C -0.923 0.262 -2.446 0.010
H -0.444 -1.753 -1.815 0.000
H -0.970 -1.660 -3.499 0.006
C 0.264 1.203 -2.667 -0.012
H -1.261 0.327 -1.407 -0.008
H -1.753 0.491 -3.123 0.001
C 1.450 0.263 -2.943 0.009
H 0.448 1.846 -1.798 0.004
H 0.076 1.824 -3.547 0.000
H 2.137 0.287 -2.078 -0.003
H 2.005 0.581 -3.841 0.000
C 1.784 3.536 3.138 0.030
Si 0.285 2.568 2.518 0.055
C -1.250 3.274 3.321 -0.001
C 0.209 2.811 0.662 0.035
C 0.527 0.676 2.796 0.486
Si 0.719 0.210 4.672 0.092
C -0.638 -0.875 5.374 0.004
C 2.337 -0.750 4.849 0.026
C 0.846 1.678 5.856 0.022
H 1.985 4.347 2.421 0.001
H 2.689 2.918 3.203 0.002
H 1.609 3.998 4.118 0.000
H -1.201 4.365 3.182 0.001
H -2.171 2.912 2.848 0.002
H -1.309 3.076 4.398 0.000
H 0.488 1.882 0.148 -0.011
H -0.790 3.116 0.323 0.004
H 0.929 3.590 0.372 -0.002
H 1.579 0.573 2.417 -0.008
H -0.723 -1.844 4.867 -0.002
H -0.396 -1.078 6.429 -0.001
H -1.620 -0.389 5.351 0.000
H 3.049 -0.500 4.054 -0.002
H 2.814 -0.494 5.808 0.005
H 2.185 -1.838 4.842 0.002
H 1.644 2.381 5.588 -0.002
H -0.093 2.239 5.950 -0.002
H 1.087 1.277 6.853 0.003
```


[3]
C26H47N5OSSi3Sn | wB97M-V/def2-TZVPD

As for the total charge: +2. The calculation puts the LUMO energy at -7.25 eV. As for the HOMO-LUMO gap: 7.66 eV.

```
84
Properties=species:S:1:pos:R:3:mulliken_charge:R:1
Sn 0.016 0.276 -0.244 1.498
C 0.218 0.545 3.506 -0.821
O 0.026 -0.592 2.684 0.051
Si -1.275 -1.465 2.176 0.325
C -1.312 -2.997 3.214 -1.021
C -2.793 -0.448 2.597 -1.060
C -0.857 -1.750 0.316 0.017
Si -2.434 -2.163 -0.787 0.492
C -3.503 -0.600 -0.772 -1.163
C -3.596 -3.425 -0.037 -1.145
C -2.005 -2.837 -2.536 -0.469
Si 0.530 -3.103 -0.002 -0.063
C 1.490 -2.708 -1.622 0.090
C 1.647 -2.977 1.484 -0.956
C -0.148 -4.876 -0.141 -1.004
H -0.237 0.549 4.489 0.402
H -0.140 1.376 2.913 0.084
H 1.305 0.705 3.574 0.320
H -1.252 -3.985 2.637 0.208
H -2.238 -3.034 3.817 0.435
H -0.388 -2.871 3.805 0.291
H -2.925 -0.501 3.731 0.369
H -3.753 -0.740 2.179 0.385
H -2.614 0.586 2.254 0.158
H -3.075 0.333 -0.477 0.200
H -4.459 -0.662 -0.205 0.422
H -3.833 -0.515 -1.815 0.425
H -4.307 -2.879 0.563 0.412
H -3.178 -4.271 0.597 0.316
H -4.135 -3.935 -0.859 0.375
H -1.284 -2.185 -2.953 -0.496
H -2.872 -2.851 -3.199 0.541
H -1.600 -3.846 -2.540 0.431
H 1.459 -1.631 -1.779 -0.907
H 0.864 -3.261 -2.357 0.224
H 2.475 -3.147 -1.637 0.671
H 2.544 -3.523 1.197 0.570
H 1.318 -3.510 2.418 0.311
H 1.955 -1.975 1.779 0.159
H -0.645 -5.246 0.779 0.294
H 0.594 -5.586 -0.483 0.467
H -0.936 -4.974 -0.919 0.243
N 7.393 0.991 1.574 -0.370
C 6.274 0.881 1.206 -0.323
C 4.990 0.897 0.681 0.726
C 3.998 1.702 1.361 -0.962
C 2.687 1.602 0.976 -0.364
N 2.376 0.771 -0.079 0.199
C 3.295 0.152 -0.820 0.047
C 4.573 0.069 -0.336 -0.804
H 4.253 2.454 2.111 0.501
H 1.931 2.051 1.555 0.658
H 2.898 -0.226 -1.812 0.415
H 5.303 -0.704 -0.747 0.436
C -0.196 -1.663 -5.558 -1.001
C 0.731 -0.415 -5.493 -0.186
C 0.486 0.433 -4.319 0.064
N -0.242 0.016 -3.304 -0.165
N -0.335 1.003 -2.310 0.135
C 0.010 2.236 -2.801 0.317
N -0.395 3.407 -2.157 -0.213
S 0.996 2.144 -4.216 -0.112
H 0.031 -2.260 -6.427 0.439
H -1.262 -1.419 -5.517 0.314
H 0.035 -2.317 -4.733 0.095
H 0.700 0.248 -6.421 0.403
H 1.695 -0.878 -5.395 0.243
H -0.754 3.368 -1.208 0.008
H -0.392 4.289 -2.733 0.289
C -1.499 5.567 1.518 -1.684
C -0.376 4.623 1.879 2.116
C 0.980 5.201 1.442 -1.413
C -0.516 4.343 3.375 -1.605
C -0.543 3.326 1.144 -0.022
C -0.611 2.129 0.814 -1.525
H -1.279 6.654 1.764 0.392
H -2.422 5.301 2.043 0.367
H -1.731 5.574 0.475 0.367
H 1.116 6.324 1.652 0.394
H 0.954 5.205 0.326 0.341
H 1.877 4.764 1.798 0.323
H -0.294 5.243 3.978 0.386
H 0.157 3.562 3.759 0.247
H -1.541 4.048 3.607 0.449
```


[4]
C26H48BrFIN3O9 | wB97M-V/def2-TZVPD

As for the total charge: 0. The calculation puts the LUMO energy at 0.18 eV. As for the HOMO-LUMO gap: 9.07 eV.

```
89
Properties=species:S:1:pos:R:3:mulliken_charge:R:1
C 6.414 -2.185 0.365 -0.903
C 4.919 -2.182 1.037 -0.565
C 3.880 -1.069 0.330 0.604
C 4.633 0.347 0.428 -0.921
C 3.860 1.742 0.282 -0.934
C 2.469 1.994 1.181 0.520
C 2.495 3.621 1.378 -0.966
C 1.537 4.299 2.492 -0.076
N 2.396 4.857 3.651 -0.627
O 1.299 1.333 0.766 -0.228
C 0.435 1.702 -0.303 1.998
C 1.090 2.295 -1.678 -0.945
C 1.880 1.384 -2.729 -1.255
O 2.711 0.284 -2.322 0.102
C 2.841 -0.632 -3.504 0.059
O 2.919 -1.965 -3.415 -0.477
C -0.788 2.742 0.069 -0.697
Br -0.454 4.704 -0.411 -0.113
C -1.441 2.827 1.506 -0.941
C -1.239 1.730 2.662 -0.522
C -0.399 0.309 -0.755 -2.087
O 0.420 -0.887 -0.864 -0.363
O -1.020 0.441 -2.122 -0.321
C -0.824 -0.842 -2.876 0.293
N -0.736 -1.908 -3.604 -0.571
N -1.596 -0.023 0.079 1.978
O -2.773 0.144 -0.541 -0.518
C -1.587 -1.314 0.815 -0.674
I -2.239 -3.082 -0.385 0.013
C -2.774 -1.225 1.995 -0.184
C -2.147 -1.586 3.503 -0.933
C 2.850 1.342 2.676 0.476
C 4.111 2.003 3.431 -1.275
F 1.701 1.404 3.656 -0.389
H 7.087 -3.101 0.665 0.327
H 7.040 -1.211 0.656 0.205
H 6.399 -2.179 -0.828 0.229
H 4.939 -2.090 2.210 0.259
H 4.441 -3.244 0.788 0.353
H 3.687 -1.512 -0.737 0.069
H 2.890 -1.194 0.957 -0.459
H 5.507 0.339 -0.388 0.342
H 5.222 0.366 1.468 0.264
H 4.681 2.526 0.675 0.541
H 3.730 2.130 -0.841 0.368
H 3.575 4.058 1.662 0.410
H 2.287 4.201 0.353 0.397
H 0.972 5.267 2.081 0.211
H 0.737 3.644 3.007 -0.242
H 2.051 4.474 4.559 0.266
H 2.300 5.916 3.659 0.274
H 1.786 3.253 -1.514 0.348
H 0.179 2.720 -2.330 0.477
H 1.124 0.982 -3.563 0.647
H 2.591 2.110 -3.364 0.197
H 2.850 -0.105 -4.571 0.276
H -1.659 2.489 -0.711 0.790
H -1.178 3.879 2.015 0.491
H -2.627 2.920 1.355 0.461
H -0.636 0.764 2.406 -0.234
H -0.733 2.178 3.648 0.366
H -2.305 1.355 3.050 0.376
H 1.004 -1.080 -0.086 0.214
H -3.226 0.926 -0.068 0.345
H -0.596 -1.547 1.438 0.313
H -3.610 -2.063 1.833 0.458
H -3.358 -0.209 1.974 0.123
H -3.093 -1.951 4.133 0.344
H -1.462 -2.544 3.389 0.278
H -1.608 -0.679 4.006 0.197
H 3.033 0.171 2.635 0.275
H 4.761 1.118 3.899 0.295
H 4.814 2.705 2.829 0.241
H 3.717 2.613 4.373 0.350
C -4.568 -4.568 -4.093 -1.146
C -5.241 -3.208 -4.029 -0.076
O -6.629 -3.310 -4.373 -0.325
C -7.443 -3.781 -3.397 0.741
O -7.099 -4.109 -2.270 -0.561
O -8.702 -3.852 -3.894 -0.327
C -9.648 -4.422 -2.992 -0.616
H -4.737 -5.036 -5.069 0.332
H -3.491 -4.475 -3.925 0.339
H -4.976 -5.248 -3.340 0.306
H -4.780 -2.540 -4.765 0.253
H -5.116 -2.740 -3.046 0.281
H -9.630 -3.916 -2.023 0.288
H -9.450 -5.492 -2.874 0.285
H -10.645 -4.300 -3.424 0.220
```


[5]
C26H48EuO2P2 | wB97M-V/def2-TZVPD

As for the total charge: +1. The calculation puts the LUMO energy (alpha / beta) at -3.16 / -2.81 eV. The spin multiplicity is 7. As for the HOMO-LUMO gap (alpha / beta): 7.12 / 7.48 eV.

```
79
Properties=species:S:1:pos:R:3:mulliken_spin:R:1
Eu 0.060 0.007 -0.071 6.093
C -1.689 1.598 0.120 -0.007
C -2.075 0.640 -0.966 -0.015
C -1.931 -0.594 1.096 -0.015
C -1.668 0.841 1.383 -0.035
C -2.214 -0.734 -0.358 -0.026
C -1.725 3.087 -0.023 -0.001
H -1.395 3.462 -1.013 -0.001
H -1.119 3.629 0.727 0.001
H -2.768 3.452 0.110 0.000
C -1.641 1.424 2.729 0.003
H -1.445 2.510 2.750 -0.001
H -0.908 0.953 3.408 0.001
H -2.625 1.287 3.219 0.000
C -2.139 -1.655 2.102 0.002
H -3.219 -1.754 2.347 0.000
H -1.626 -1.448 3.054 -0.001
H -1.803 -2.669 1.792 -0.001
C -3.067 -1.853 -0.837 0.000
H -4.123 -1.610 -0.598 0.000
H -2.872 -2.807 -0.311 0.000
H -3.068 -2.100 -1.916 0.000
C -2.865 1.150 -2.075 0.004
H -3.808 1.565 -1.662 -0.002
H -3.187 0.397 -2.803 0.000
H -2.406 1.998 -2.619 0.000
C 1.557 0.400 -3.427 0.001
C 0.533 1.276 -3.580 0.000
C -0.045 1.619 -4.913 0.001
C -0.918 0.468 -5.469 0.000
C -0.964 -0.746 -4.580 -0.001
C 0.074 -1.598 -4.496 0.000
C 1.367 -1.377 -5.215 0.000
C 2.235 -0.265 -4.581 0.001
H 0.759 1.855 -5.629 0.000
H -0.499 0.175 -6.446 0.000
H -0.635 2.556 -4.836 0.000
H 2.508 0.474 -5.348 0.000
H 1.957 0.047 -2.469 0.001
H 0.002 1.781 -2.762 0.000
H 3.200 -0.690 -4.240 0.000
H 1.921 -2.327 -5.309 0.000
H -0.070 -2.609 -4.087 0.000
H 1.164 -1.101 -6.262 0.000
H -1.928 0.817 -5.741 0.000
H -1.951 -1.075 -4.211 0.000
P 1.748 1.785 0.605 0.019
C 1.391 2.589 2.185 -0.003
H 2.269 3.208 2.409 0.000
H 1.242 1.915 3.044 0.002
H 0.524 3.266 2.130 -0.001
C 3.441 1.240 0.842 0.001
H 3.988 2.094 1.262 0.000
H 3.928 0.951 -0.100 0.000
H 3.535 0.396 1.543 0.000
C 1.960 3.267 -0.377 0.000
H 2.454 3.076 -1.339 0.000
H 2.617 3.937 0.201 0.000
H 1.022 3.813 -0.575 0.000
P 0.986 -2.334 -0.247 0.017
C -0.196 -3.646 -0.632 -0.002
H 0.407 -4.481 -1.015 0.000
H -0.992 -3.433 -1.350 0.000
H -0.717 -4.007 0.278 0.000
C 2.625 -2.618 -0.922 -0.001
H 2.604 -2.805 -2.001 0.000
H 3.034 -3.533 -0.466 0.000
H 3.351 -1.807 -0.715 0.000
C 1.388 -3.175 1.306 -0.004
H 1.601 -4.221 1.051 0.000
H 0.564 -3.176 2.032 0.001
H 2.279 -2.767 1.784 0.000
C 0.797 -1.124 4.920 -0.002
O 0.250 -0.814 3.590 -0.007
C 1.014 -0.598 2.512 -0.017
O 2.219 -0.734 2.594 -0.003
H 0.422 -0.345 5.569 0.000
H 1.875 -1.143 4.905 0.000
H 0.381 -2.085 5.185 0.000
```